[1]
# C21H27BClMoN17O5

C21H27BClMoN17O5 as an isolated structure (wB97M-V/def2-TZVPD, the OMol25 dataset).

## Properties
Net charge   +1
Energy above the lowest of the compared OMol25 structures with the same formula, charge and spin   0.00 kJ/mol
Spin multiplicity   4
HOMO-LUMO gap (spin up / spin down)   0.2773 / 0.1909 hartree
<S²>   3.78

Geometry (Å):
Mo: 0.80926 -0.03129 -0.99189
C: -1.50728 -0.22475 -3.82143
C: -2.02181 -0.36042 -2.43176
C: -3.35040 -0.51794 -2.05212
C: -3.35755 -0.42951 -0.67718
N: -2.10459 -0.23298 -0.25037
N: -1.27317 -0.21029 -1.32589
B: -1.62146 -0.02383 1.21204
N: -0.74862 1.27289 1.27625
C: -0.81584 2.31388 2.11374
C: 0.20850 3.19204 1.81411
C: 0.89232 2.61357 0.74958
C: 2.03465 3.17483 -0.02682
N: 0.31336 1.43945 0.45548
N: -0.67437 -1.20080 1.51800
C: -0.68554 -2.17410 2.43319
C: 0.33951 -3.05087 2.14481
C: 0.95581 -2.56292 0.99520
C: 2.12046 -3.21168 0.31952
N: 0.33579 -1.42062 0.62721
N: -2.80484 0.12950 2.11721
C: -3.74342 1.11338 2.04157
C: -4.72054 0.82779 2.95337
C: -4.31109 -0.38522 3.55558
C: -5.00274 -1.16408 4.62642
N: -3.16817 -0.79994 3.04155
H: -2.12923 -0.80965 -4.49658
H: -0.48081 -0.55556 -3.94828
H: -1.59255 0.82279 -4.12496
H: -4.19167 -0.66674 -2.70556
H: -4.17071 -0.49266 0.02614
H: -1.58198 2.36275 2.86819
H: 0.42100 4.13364 2.28921
H: 2.66544 3.78342 0.61909
H: 1.65889 3.82196 -0.82252
H: 2.65020 2.39924 -0.48093
H: -1.44438 -2.17138 3.19614
H: 0.60177 -3.94780 2.67843
H: 2.70340 -3.74347 1.07112
H: 2.76690 -2.52018 -0.21301
H: 1.77493 -3.94237 -0.41125
H: -3.64864 1.92786 1.34004
H: -5.60795 1.39952 3.16362
H: -5.93756 -0.68327 4.90675
H: -4.37823 -1.24009 5.51623
H: -5.22595 -2.17498 4.28667
O: 1.77072 -3.71340 -3.11191
Cl: 0.89172 -2.61357 -3.19267
O: -0.47158 -2.97781 -3.29016
O: 1.27199 -1.67493 -4.20369
O: 1.04926 -1.89134 -1.84803
N: 1.79837 1.75348 -4.10096
C: 2.62731 0.85131 -3.61147
N: 3.76998 0.44791 -4.22635
N: 4.30940 -0.38739 -3.40863
N: 3.53122 -0.55006 -2.31686
N: 2.48754 0.23590 -2.41995
C: 0.71598 2.21375 -3.38178
N: -0.00884 3.23315 -3.77190
N: -0.90349 3.38647 -2.78135
N: -0.74859 2.48065 -1.88120
N: 0.30613 1.70278 -2.21859
H: 1.99172 2.17298 -5.00502
C: 4.66555 -0.15724 1.29448
C: 3.18218 -0.04808 1.24239
C: 2.41429 0.06063 2.51262
O: 2.65140 -0.04382 0.12653
H: 4.99812 -0.65796 2.20196
H: 5.05940 0.86539 1.32793
H: 5.04611 -0.64211 0.39868
H: 3.06188 0.36000 3.33330
H: 2.00685 -0.92995 2.74449
H: 1.57424 0.74417 2.41224

[2]
# C21H27Br43O

C21H27Br43O as an isolated structure (wB97M-V/def2-TZVPD, the OMol25 dataset).

## Properties
HOMO-LUMO gap   0.3330 hartree

Geometry (Å):
Br: -5.16348 6.72885 3.33545
C: -3.24043 6.98698 3.56137
C: -2.56563 7.60644 2.33449
C: -1.58629 6.63958 1.65278
C: -2.25852 5.80371 0.57516
C: -1.54312 4.52643 0.13045
C: -2.29314 4.24710 -1.15631
O: -2.42386 5.53072 -1.78030
C: -2.50439 6.52149 -0.75443
H: -3.14603 7.60438 4.44889
H: -2.86528 5.98982 3.77565
H: -3.34077 7.88014 1.61783
H: -2.05964 8.52710 2.62738
H: -0.74936 7.19984 1.22540
H: -1.16961 5.96324 2.40810
H: -3.23371 5.47883 0.96667
H: -1.70317 3.77358 0.89767
H: -0.47898 4.70472 -0.04381
H: -1.78193 3.60343 -1.86999
H: -3.28598 3.84530 -0.91785
H: -1.70866 7.25226 -0.92382
H: -3.47180 7.02959 -0.78061
C: 0.93840 3.96082 5.05963
Br: -0.70411 4.40017 5.95693
Br: 0.62795 3.61116 3.19606
Br: 2.26829 5.32120 5.30644
H: 1.31557 3.04972 5.50151
C: -4.41766 0.99021 2.06156
Br: -5.79838 2.16697 1.43958
Br: -4.14813 -0.48167 0.84964
Br: -2.78009 1.94502 2.36960
H: -4.73674 0.57481 3.00711
C: -1.12919 -1.89328 2.71259
Br: -2.18909 -1.54406 4.28218
Br: 0.30267 -0.62840 2.53361
Br: -0.49135 -3.70158 2.67957
H: -1.77956 -1.75455 1.86022
C: -6.72141 9.85535 4.70184
Br: -7.46159 9.06626 6.28732
Br: -8.01247 10.93473 3.77628
Br: -5.12152 10.84796 5.08990
H: -6.43609 9.04615 4.04409
C: 2.21617 -6.85997 3.69395
Br: 1.08784 -6.97288 2.13221
Br: 1.46130 -5.73510 5.04709
Br: 2.62722 -8.60699 4.36839
H: 3.14578 -6.40581 3.37751
C: 2.09681 -2.82531 -1.01051
Br: 2.97932 -4.03630 0.19506
Br: 0.22537 -3.22175 -1.18343
Br: 2.40343 -0.99690 -0.53305
H: 2.53470 -2.98074 -1.98655
C: 1.65918 -6.47119 -3.82914
Br: 0.79952 -7.37714 -2.35984
Br: 0.45998 -5.30162 -4.75113
Br: 3.23639 -5.56879 -3.19922
H: 1.98173 -7.22808 -4.52996
C: 4.71774 -7.97153 0.49919
Br: 5.12815 -8.20365 -1.35822
Br: 4.65764 -9.65964 1.41532
Br: 5.94706 -6.76295 1.35203
H: 3.73242 -7.52647 0.56453
C: -2.30587 -9.14902 -3.74557
Br: -1.50304 -10.86324 -4.06115
Br: -2.26377 -8.05046 -5.32038
Br: -4.08519 -9.30988 -3.04008
H: -1.70668 -8.64809 -2.99943
C: 2.57836 -0.68748 -5.35478
Br: 1.38797 -0.91691 -6.84299
Br: 1.81371 0.43049 -3.99535
Br: 3.10107 -2.38802 -4.61896
H: 3.46994 -0.20064 -5.72271
C: 8.55355 -10.04049 1.23998
Br: 8.93619 -10.28865 -0.62558
Br: 8.46877 -11.72123 2.16610
Br: 9.80508 -8.84167 2.06876
H: 7.57523 -9.58481 1.31236
C: -1.34361 10.42269 -1.65431
Br: -1.77688 9.15196 -3.02464
Br: -2.88391 10.85607 -0.58629
Br: 0.10249 9.79702 -0.55076
H: -1.01747 11.33124 -2.13926
C: 0.66981 -14.01584 -5.93713
Br: -0.23122 -14.74391 -4.40375
Br: -0.57189 -13.19129 -7.14595
Br: 2.05733 -12.79285 -5.41397
H: 1.14116 -14.83597 -6.45889
C: 3.25894 7.87491 -3.09559
Br: 2.36777 6.83752 -1.74725
Br: 2.00303 8.82530 -4.19407
Br: 4.55930 9.06033 -2.32347
H: 3.79037 7.18517 -3.73491

[3]
# C21H27CdFO10P

C21H27CdFO10P as an isolated structure at a distorted geometry (wB97M-V/def2-TZVPD, the OMol25 dataset).

## Properties
Net charge   +1
HOMO-LUMO gap   0.1487 hartree

Geometry (Å):
Cd: -9.37399 -24.78243 10.21810
F: -10.74311 -23.61385 9.28493
C: -11.39867 -20.67865 6.53724
C: -11.53445 -20.09633 5.28388
C: -11.75056 -18.71780 5.20390
C: -11.94135 -17.94393 6.34676
C: -11.81993 -18.55193 7.58944
C: -11.58300 -19.90731 7.68022
O: -11.55726 -20.47943 8.93205
O: -11.85412 -18.09728 3.99514
H: -11.24250 -21.73566 6.70321
H: -11.31246 -20.67820 4.39865
H: -11.98472 -16.87294 6.20855
H: -11.98357 -18.00040 8.50650
H: -11.27636 -21.40242 8.83844
H: -11.54698 -18.63075 3.25944
C: -11.44365 -24.40289 14.73778
C: -10.88777 -25.07704 13.66137
C: -11.54306 -25.04432 12.43665
C: -12.74679 -24.37191 12.25751
C: -13.22031 -23.64184 13.32687
C: -12.58900 -23.65964 14.58231
O: -13.18631 -23.05989 15.63969
O: -10.95735 -25.74600 11.36222
H: -10.91380 -24.43748 15.68170
H: -9.97555 -25.65556 13.70864
H: -13.27477 -24.32091 11.31410
H: -14.14907 -23.08592 13.26625
H: -14.13798 -22.99074 15.52354
H: -11.59721 -26.29015 10.88147
C: -10.58325 -25.96958 5.13197
C: -10.96351 -25.11120 6.15740
C: -12.32366 -24.94330 6.43395
C: -13.26824 -25.62552 5.70346
C: -12.85337 -26.45231 4.65886
C: -11.51602 -26.63451 4.36178
O: -11.04217 -27.53462 3.45413
O: -12.72355 -24.18796 7.49778
H: -9.52373 -26.07428 4.92627
H: -10.25284 -24.63933 6.82236
H: -14.32444 -25.47601 5.87785
H: -13.57468 -27.04083 4.10120
H: -11.58495 -27.65945 2.67183
H: -12.00334 -23.94275 8.09882
C: -7.83448 -22.34688 15.06023
O: -8.19560 -23.05067 13.86776
P: -8.39566 -22.29504 12.49298
O: -8.58502 -23.25851 11.36453
O: -9.58005 -21.26345 12.70859
C: -10.30653 -20.75022 11.55724
O: -7.10200 -21.37630 12.35994
C: -5.90470 -21.81960 11.72265
H: -6.87287 -22.73738 15.40068
H: -8.52289 -22.52767 15.88372
H: -7.71690 -21.27774 14.89622
H: -9.63598 -20.40298 10.77130
H: -10.94487 -19.95545 11.92260
H: -10.89138 -21.57041 11.14124
H: -5.59114 -21.06944 10.98788
H: -6.09164 -22.73323 11.16385
H: -5.02379 -21.84302 12.36341

[4]
# C21H27Cl2CoNO7S

C21H27Cl2CoNO7S as an isolated structure (wB97M-V/def2-TZVPD, the OMol25 dataset).

## Properties
Energy above the lowest of the compared OMol25 structures with the same formula, charge and spin   0.00 kJ/mol
Spin multiplicity   4
HOMO-LUMO gap (spin up / spin down)   0.3253 / 0.3318 hartree
<S²>   3.76

Geometry (Å):
Co: 0.15286 -0.37438 -1.39966
O: -1.51316 1.19186 -1.47867
C: -2.81110 0.62220 -1.68936
C: -2.65691 -0.29856 -2.87586
N: -1.75504 -1.40341 -2.56795
C: -1.18707 -1.96596 -3.79218
C: 0.05200 -1.16563 -4.22503
O: 0.28202 -0.99785 -5.41138
O: 0.77860 -0.76973 -3.24004
C: -2.34445 -2.37129 -1.64090
C: -1.88183 -2.10738 -0.20430
O: -2.65093 -2.24143 0.73659
O: -0.63857 -1.76969 -0.12513
H: -1.44528 1.57522 -0.59599
H: -3.53396 1.40790 -1.91589
H: -3.14462 0.07517 -0.80348
H: -2.21368 0.28331 -3.68747
H: -3.64040 -0.66037 -3.20321
H: -1.90189 -1.98765 -4.61986
H: -0.84162 -2.98148 -3.60050
H: -1.99246 -3.36980 -1.89832
H: -3.43760 -2.37093 -1.67079
Cl: 4.08595 0.82775 -0.23029
C: 3.68509 -0.51106 -1.31792
Cl: 2.36555 -1.52805 -0.70386
H: 4.56533 -1.13351 -1.40356
H: 3.36300 -0.10580 -2.26834
O: 0.20159 0.72643 0.60489
S: -0.66948 0.12878 1.70258
C: 0.32001 -1.06211 2.60204
C: -0.33737 -2.07618 3.27949
C: 0.41383 -2.97945 4.01706
C: 1.79801 -2.87178 4.04754
C: 2.44050 -1.86216 3.34164
C: 1.69721 -0.94332 2.61675
C: -0.62959 1.40184 2.98350
C: -1.63188 1.36855 3.94396
C: -1.68305 2.36310 4.90902
C: -0.74465 3.38708 4.89948
C: 0.25343 3.40991 3.93478
C: 0.31211 2.41543 2.96788
H: -1.41516 -2.16609 3.20414
H: -0.08153 -3.77583 4.55694
H: 2.37749 -3.58692 4.61761
H: 3.52076 -1.79065 3.35181
H: 2.17241 -0.14655 2.06090
H: -2.36800 0.57180 3.93036
H: -2.46486 2.34730 5.65722
H: -0.79960 4.17528 5.63926
H: 0.98501 4.20746 3.92533
H: 1.07814 2.42233 2.20233
C: 2.42242 1.95620 -3.94561
C: 1.16672 2.17328 -3.12981
O: 1.27393 1.50900 -1.85413
H: 2.32781 2.46799 -4.90470
H: 2.54248 0.89075 -4.14526
H: 3.30153 2.34260 -3.42498
H: 0.31376 1.75052 -3.65878
H: 0.98822 3.23752 -2.96590
H: 1.17793 2.13845 -1.13399